(1)
{"formula": "C15H14NO4S4SbTm", "method": "ωB97M-V with the def2-TZVPD basis set", "multiplicity": 4, "s2": 3.76, "homo_energy_ev": [-1.47, -1.49], "e_lumo_ev": [4.6, 4.0], "total_charge": -2, "relative_energy_ev": 0.000, "elements": ["Tm", "C", "C", "O", "C", "C", "C", "C", "C", "C", "O", "H", "H", "H", "H", "H", "H", "H", "S", "Sb", "S", "S", "O", "C", "O", "C", "C", "C", "C", "C", "C", "S", "H", "H", "H", "H", "N", "H", "H", "H"], "coordinates": [[-0.751, 0.428, -1.476], [-1.665, -0.104, 3.041], [-0.891, 0.448, 1.862], [-1.039, -0.110, 0.787], [0.001, 1.599, 2.045], [0.386, 1.975, 3.340], [1.302, 2.976, 3.575], [1.863, 3.627, 2.463], [1.490, 3.302, 1.184], [0.512, 2.299, 0.915], [0.107, 2.110, -0.283], [-2.373, -0.831, 2.652], [-2.192, 0.690, 3.572], [-0.994, -0.597, 3.748], [-0.036, 1.440, 4.183], [1.592, 3.240, 4.584], [2.608, 4.402, 2.616], [1.922, 3.800, 0.325], [-5.210, 1.710, -4.102], [-3.671, 0.209, -3.243], [-3.465, 0.470, -0.923], [-1.528, 0.651, -4.102], [1.538, -0.406, -0.208], [1.403, -1.005, -1.282], [1.068, -0.394, -2.373], [1.460, -2.502, -1.325], [2.658, -3.175, -1.152], [2.706, -4.564, -1.181], [1.516, -5.262, -1.369], [0.315, -4.587, -1.518], [0.239, -3.184, -1.500], [-1.306, -2.348, -1.620], [3.564, -2.601, -0.992], [3.647, -5.087, -1.055], [1.523, -6.347, -1.391], [-0.609, -5.140, -1.645], [-1.786, 3.004, -1.989], [-1.166, 3.799, -1.908], [-2.552, 3.088, -1.332], [-2.186, 2.977, -2.922]]}



(2)
{"formula": "C15H15B3CsF6O7", "method": "ωB97M-V with the def2-TZVPD basis set", "homo_energy_ev": -12.50, "e_lumo_ev": -3.8, "total_charge": 1, "elements": ["C", "C", "O", "C", "C", "B", "O", "B", "C", "O", "C", "F", "F", "C", "F", "F", "C", "F", "F", "C", "O", "O", "O", "B", "C", "C", "C", "C", "C", "C", "O", "H", "H", "H", "H", "H", "H", "H", "H", "H", "H", "H", "H", "H", "H", "H", "Cs"], "coordinates": [[3.331, -2.561, 2.143], [3.882, -3.184, 0.827], [2.979, -3.082, -0.263], [3.176, -1.941, -1.057], [2.399, -0.710, -0.462], [1.394, -0.054, -1.449], [0.180, -0.699, -1.896], [-0.844, 0.144, -1.399], [-2.222, -0.436, -0.764], [-2.660, 0.142, 0.201], [-2.915, -1.647, -1.438], [-3.449, -1.286, -2.626], [-1.971, -2.575, -1.734], [-4.000, -2.380, -0.589], [-4.498, -3.335, -1.405], [-3.404, -3.025, 0.421], [-5.219, -1.495, -0.144], [-5.245, -0.295, -0.767], [-6.344, -2.128, -0.533], [-5.348, -1.269, 1.387], [-4.427, -1.119, 2.143], [-6.642, -1.202, 1.841], [-0.776, 1.561, -1.427], [0.542, 2.023, -1.241], [0.966, 3.186, -0.326], [0.550, 3.169, 0.999], [0.921, 4.154, 1.884], [1.709, 5.189, 1.436], [2.143, 5.239, 0.123], [1.764, 4.249, -0.739], [1.582, 1.300, -1.952], [3.505, -1.478, 2.081], [2.242, -2.690, 2.154], [3.806, -2.989, 3.026], [4.051, -4.248, 1.028], [4.862, -2.725, 0.632], [2.860, -2.185, -2.082], [4.243, -1.682, -1.119], [1.802, -1.043, 0.400], [3.079, 0.062, -0.079], [-6.675, -0.351, 2.302], [-0.069, 2.350, 1.367], [0.590, 4.095, 2.916], [2.028, 5.967, 2.125], [2.784, 6.065, -0.168], [2.107, 4.255, -1.773], [1.229, 0.666, -4.004]]}



(3)
{"formula": "C15H15BrN4O2", "method": "ωB97M-V with the def2-TZVPD basis set", "homo_energy_ev": -8.54, "e_lumo_ev": 0.3, "relative_energy_ev": 0.000, "elements": ["N", "C", "O", "N", "H", "C", "C", "C", "C", "C", "C", "C", "H", "Br", "H", "H", "H", "H", "C", "C", "O", "N", "C", "C", "C", "C", "N", "C", "H", "H", "H", "H", "H", "H", "H", "H", "H"], "coordinates": [[-0.957, 4.038, -0.437], [-0.558, 2.765, -0.159], [0.548, 2.514, 0.289], [-1.483, 1.800, -0.434], [-2.235, 2.023, -1.068], [-1.093, 0.405, -0.349], [-2.289, -0.506, -0.207], [-2.145, -1.875, -0.415], [-3.229, -2.724, -0.273], [-4.473, -2.230, 0.079], [-4.602, -0.872, 0.303], [-3.529, -0.009, 0.172], [-3.662, 1.041, 0.383], [-6.298, -0.156, 0.806], [-5.323, -2.886, 0.185], [-3.105, -3.783, -0.439], [-1.184, -2.284, -0.682], [-0.508, 0.327, 0.579], [-0.185, 0.006, -1.539], [1.040, -0.774, -1.067], [1.220, -1.938, -1.351], [1.854, -0.006, -0.302], [3.045, -0.361, 0.325], [3.671, 0.593, 1.128], [4.858, 0.267, 1.755], [5.380, -1.004, 1.556], [4.793, -1.913, 0.798], [3.659, -1.610, 0.196], [3.219, -2.385, -0.411], [6.307, -1.310, 2.022], [5.367, 0.982, 2.383], [3.218, 1.568, 1.249], [1.542, 0.948, -0.103], [0.164, 0.913, -2.036], [-0.732, -0.597, -2.264], [-1.928, 4.256, -0.581], [-0.369, 4.778, -0.092]]}



(4)
{"formula": "C15H15ClFNO2S", "method": "ωB97M-V with the def2-TZVPD basis set", "homo_energy_ev": -9.19, "e_lumo_ev": 0.6, "relative_energy_ev": 0.000, "elements": ["O", "S", "O", "N", "H", "C", "H", "H", "C", "C", "C", "C", "C", "C", "C", "H", "H", "F", "H", "H", "H", "H", "C", "C", "C", "C", "C", "C", "C", "Cl", "H", "H", "H", "H", "H", "H"], "coordinates": [[-2.387, -1.764, 1.381], [-1.310, -1.453, 0.490], [-0.382, -2.488, 0.138], [-0.489, -0.138, 1.148], [-0.882, 0.059, 2.055], [0.962, -0.211, 1.152], [1.307, -1.172, 1.552], [1.344, 0.593, 1.786], [1.499, -0.050, -0.275], [2.999, -0.131, -0.275], [3.780, 1.016, -0.235], [5.161, 0.935, -0.204], [5.751, -0.315, -0.209], [5.000, -1.477, -0.245], [3.622, -1.374, -0.277], [3.016, -2.267, -0.307], [5.495, -2.435, -0.249], [7.098, -0.404, -0.180], [5.777, 1.819, -0.178], [3.307, 1.987, -0.232], [1.167, 0.910, -0.675], [1.087, -0.859, -0.879], [-1.978, -0.707, -1.042], [-3.097, 0.171, -0.632], [-2.883, 1.517, -0.356], [-3.910, 2.325, 0.096], [-5.174, 1.792, 0.289], [-5.408, 0.453, 0.032], [-4.373, -0.350, -0.421], [-4.672, -2.018, -0.714], [-6.386, 0.025, 0.184], [-5.979, 2.416, 0.644], [-3.725, 3.368, 0.301], [-1.895, 1.927, -0.500], [-1.152, -0.166, -1.490], [-2.292, -1.533, -1.675]]}



(5)
{"formula": "C15H15F15N5O15S5Zn3", "method": "ωB97M-V with the def2-TZVPD basis set", "homo_energy_ev": -13.49, "e_lumo_ev": -4.9, "total_charge": 1, "relative_energy_ev": 0.000, "elements": ["Zn", "Zn", "Zn", "C", "F", "F", "F", "S", "O", "O", "O", "C", "F", "F", "F", "S", "O", "O", "O", "C", "F", "F", "F", "S", "O", "O", "O", "C", "F", "F", "F", "S", "O", "O", "O", "C", "F", "F", "F", "S", "O", "O", "O", "C", "C", "N", "H", "H", "H", "C", "C", "N", "H", "H", "H", "C", "C", "N", "H", "H", "H", "C", "C", "N", "H", "H", "H", "C", "C", "N", "H", "H", "H"], "coordinates": [[-0.709, 3.512, -0.948], [3.448, 0.703, -0.798], [0.269, 0.825, 2.938], [2.863, 4.545, 2.037], [2.266, 4.847, 3.163], [2.881, 5.597, 1.262], [4.060, 4.096, 2.287], [1.859, 3.192, 1.211], [0.885, 3.823, 0.323], [2.679, 2.323, 0.391], [1.224, 2.490, 2.310], [-1.048, -1.052, -0.884], [-1.573, -0.633, -2.055], [-2.037, -1.180, -0.016], [-0.441, -2.210, -1.106], [0.123, 0.315, -0.303], [0.104, 0.239, 1.155], [1.428, 0.116, -0.886], [-0.431, 1.606, -0.686], [-3.740, 3.241, 2.638], [-3.274, 4.279, 3.309], [-4.252, 2.353, 3.454], [-4.664, 3.662, 1.795], [-2.311, 2.466, 1.653], [-2.839, 1.343, 0.891], [-1.788, 3.490, 0.711], [-1.350, 2.024, 2.668], [4.261, -1.597, 3.103], [3.758, -2.714, 2.612], [4.071, -1.568, 4.397], [5.536, -1.542, 2.828], [3.414, -0.118, 2.380], [2.085, -0.065, 2.993], [4.243, 1.020, 2.719], [3.426, -0.317, 0.910], [3.107, 4.529, -2.558], [2.491, 5.669, -2.813], [4.206, 4.397, -3.270], [3.411, 4.540, -1.260], [2.042, 3.010, -2.944], [2.170, 2.724, -4.356], [2.678, 1.916, -2.182], [0.679, 3.396, -2.516], [-4.825, -0.608, -0.551], [-6.147, -0.017, -0.660], [-7.186, 0.457, -0.762], [-4.696, -1.410, -1.277], [-4.754, -0.948, 0.481], [-4.070, 0.137, -0.790], [-2.125, -3.157, 3.553], [-1.438, -1.869, 3.612], [-0.873, -0.882, 3.684], [-2.993, -3.065, 4.204], [-1.409, -3.938, 3.792], [-2.490, -3.291, 2.534], [-2.005, -4.677, -2.674], [-2.486, -5.974, -2.192], [-2.882, -6.981, -1.819], [-2.217, -3.902, -1.941], [-2.571, -4.387, -3.560], [-0.950, -4.802, -2.906], [2.866, -4.313, 0.201], [1.832, -3.495, 0.847], [1.035, -2.863, 1.374], [3.289, -4.973, 0.955], [3.597, -3.552, -0.086], [2.562, -4.869, -0.679], [-1.145, -1.255, -5.273], [0.094, -0.488, -5.346], [1.065, 0.116, -5.404], [-0.938, -2.190, -4.757], [-1.428, -1.438, -6.311], [-1.924, -0.658, -4.807]]}



(6)
{"formula": "C15H15FN4O2", "method": "ωB97M-V with the def2-TZVPD basis set", "homo_energy_ev": -7.96, "e_lumo_ev": -0.5, "relative_energy_ev": 16.123, "elements": ["C", "C", "H", "H", "C", "N", "C", "N", "C", "N", "C", "C", "C", "N", "O", "C", "C", "C", "C", "C", "C", "H", "H", "F", "H", "H", "H", "H", "H", "C", "O", "H", "H", "H", "H", "H", "H"], "coordinates": [[0.394, 3.625, -0.806], [1.697, 3.133, -0.448], [2.210, 2.532, -1.310], [2.422, 4.003, -0.132], [1.808, 2.330, 0.670], [1.123, 1.004, 0.478], [1.571, -0.204, 0.821], [2.851, -0.471, 1.072], [3.360, -1.695, 1.258], [2.698, -2.785, 0.947], [1.579, -2.895, 0.453], [0.993, -1.557, 0.199], [-0.359, -1.680, -0.441], [-0.426, -3.260, -0.496], [0.836, -3.663, -0.137], [-1.499, -1.020, -0.611], [-2.202, -1.116, -1.929], [-3.190, -0.423, -2.292], [-3.655, 0.468, -1.676], [-3.026, 0.743, -0.220], [-1.873, 0.008, 0.007], [-1.471, 0.025, 1.223], [-3.381, 1.482, 0.334], [-4.622, 1.295, -1.783], [-3.568, -0.773, -3.559], [-1.870, -2.109, -2.641], [4.230, -1.552, 1.794], [0.172, 0.854, -0.076], [2.810, 1.875, 1.217], [1.007, 2.745, 2.102], [1.696, 3.769, 2.483], [1.705, 4.608, 1.782], [1.103, 1.937, 2.856], [0.030, 3.017, 1.834], [-0.131, 2.885, -1.181], [-0.098, 3.966, -0.082], [0.674, 4.330, -1.858]]}



Question: What is the formula in the fifth record?
Answer: C15H15F15N5O15S5Zn3



Copy entry 2 word for word.
{"formula": "C15H15B3CsF6O7", "method": "ωB97M-V with the def2-TZVPD basis set", "homo_energy_ev": -12.50, "e_lumo_ev": -3.8, "total_charge": 1, "elements": ["C", "C", "O", "C", "C", "B", "O", "B", "C", "O", "C", "F", "F", "C", "F", "F", "C", "F", "F", "C", "O", "O", "O", "B", "C", "C", "C", "C", "C", "C", "O", "H", "H", "H", "H", "H", "H", "H", "H", "H", "H", "H", "H", "H", "H", "H", "Cs"], "coordinates": [[3.331, -2.561, 2.143], [3.882, -3.184, 0.827], [2.979, -3.082, -0.263], [3.176, -1.941, -1.057], [2.399, -0.710, -0.462], [1.394, -0.054, -1.449], [0.180, -0.699, -1.896], [-0.844, 0.144, -1.399], [-2.222, -0.436, -0.764], [-2.660, 0.142, 0.201], [-2.915, -1.647, -1.438], [-3.449, -1.286, -2.626], [-1.971, -2.575, -1.734], [-4.000, -2.380, -0.589], [-4.498, -3.335, -1.405], [-3.404, -3.025, 0.421], [-5.219, -1.495, -0.144], [-5.245, -0.295, -0.767], [-6.344, -2.128, -0.533], [-5.348, -1.269, 1.387], [-4.427, -1.119, 2.143], [-6.642, -1.202, 1.841], [-0.776, 1.561, -1.427], [0.542, 2.023, -1.241], [0.966, 3.186, -0.326], [0.550, 3.169, 0.999], [0.921, 4.154, 1.884], [1.709, 5.189, 1.436], [2.143, 5.239, 0.123], [1.764, 4.249, -0.739], [1.582, 1.300, -1.952], [3.505, -1.478, 2.081], [2.242, -2.690, 2.154], [3.806, -2.989, 3.026], [4.051, -4.248, 1.028], [4.862, -2.725, 0.632], [2.860, -2.185, -2.082], [4.243, -1.682, -1.119], [1.802, -1.043, 0.400], [3.079, 0.062, -0.079], [-6.675, -0.351, 2.302], [-0.069, 2.350, 1.367], [0.590, 4.095, 2.916], [2.028, 5.967, 2.125], [2.784, 6.065, -0.168], [2.107, 4.255, -1.773], [1.229, 0.666, -4.004]]}